[1]
This record from OMol25 describes 2 unconnected molecules or ions with the total composition C6H15NO at a distorted geometry. The level of theory is wB97M-V/def2-TZVPD.

Geometry as ORCA input:
```
! wB97M-V def2-TZVPD RIJCOSX def2/J DEFGRID3
* xyz 0 1
C 1.279 -0.290 -1.229
C 0.980 0.469 -0.175
C 0.391 1.840 -0.319
C 1.457 0.093 1.214
N 2.772 0.626 1.553
H 1.802 -1.227 -1.117
H 1.044 0.011 -2.238
H -0.553 1.891 0.218
H 1.047 2.601 0.124
H 0.206 2.095 -1.351
H 1.514 -0.994 1.301
H 0.751 0.458 1.963
H 2.762 1.640 1.542
H 3.464 0.317 0.876
C -2.212 -0.791 -1.163
C -1.534 -1.211 0.129
O -2.518 -1.805 1.150
H -2.884 0.051 -1.002
H -1.479 -0.517 -1.917
H -2.792 -1.626 -1.554
H -1.373 -0.369 0.832
H -0.826 -2.025 -0.027
H -3.298 -1.237 1.190
*
```

Orbital gap ... 10.0 eV
LUMO energy ... 0.827 eV
Largest force on an atom ... 0.0726 Eh/bohr
SMILES ... C=C(C)CN.CCO
Energy relative to the best compared isomer or geometry (same formula, charge and spin) ... 57.6 kcal/mol
E_HOMO ... -9.13 eV
Electronic energy ... -10001.2593 eV

[2]
This record from OMol25 describes 2 unconnected molecules or ions with the total composition C6H15NO at a distorted geometry. The level of theory is wB97M-V/def2-TZVPD.

Geometry as ORCA input:
```
! wB97M-V def2-TZVPD RIJCOSX def2/J DEFGRID3
* xyz 0 1
C -2.065 -0.849 -0.416
C -1.653 -0.596 1.019
C -0.258 -1.060 1.361
N 0.271 -2.157 0.739
O 0.425 -0.447 2.163
H -3.102 -0.578 -0.631
H -1.931 -1.888 -0.708
H -1.539 -0.132 -1.045
H -1.689 0.466 1.240
H -2.299 -1.022 1.772
H 1.256 -2.284 0.901
H -0.215 -2.915 0.294
C 0.714 2.810 -0.897
C 1.466 1.473 -0.996
C 1.057 0.637 -2.243
H 1.249 3.516 -0.252
H -0.299 2.683 -0.516
H 0.753 3.291 -1.862
H 2.513 1.712 -1.200
H 1.385 0.986 -0.030
H 1.955 0.153 -2.591
H 0.286 -0.074 -2.001
H 0.809 1.301 -3.072
*
```

Orbital gap ... 10.6 eV
LUMO energy ... 0.854 eV
Largest force on an atom ... 0.0259 Eh/bohr
SMILES ... CCC(N)=O.CCC
Energy relative to the best compared isomer or geometry (same formula, charge and spin) ... 15.7 kcal/mol
E_HOMO ... -9.72 eV
Electronic energy ... -10003.0743 eV